# 1
Computed, not measured: C6H13NO in the gas phase at a distorted geometry, with ωB97M-V/def2-TZVPD.

```
21
Properties=species:S:1:pos:R:3:forces:R:3
C 0.50281 1.11258 -1.59120 -0.66 -0.29 -0.90
H 0.70217 -0.01986 2.03421 0.35 -0.65 -0.41
C -0.51046 -0.41642 0.13079 1.40 -0.70 -0.22
C 1.34190 2.38365 -1.39728 -0.71 -1.06 0.70
H 1.54986 -0.38340 -0.50161 -0.48 0.02 0.00
C -0.30335 -0.21070 1.67396 -1.45 0.86 -0.51
H 2.36185 2.01719 -1.28696 0.31 0.76 -0.41
H -0.23792 -2.16326 -1.18439 -0.06 0.33 -0.16
H -1.75277 -2.30518 -0.32482 -0.22 0.59 0.08
H -0.26935 -2.52690 0.50334 0.15 -0.10 -0.04
C -0.74066 -1.89766 -0.25690 0.28 -0.77 0.58
H -0.79946 0.75245 1.87191 -0.15 -0.19 0.21
C -0.98435 -1.28044 2.46749 1.56 0.39 0.63
H -2.04837 -1.44364 2.27491 -0.37 -0.23 0.02
H 0.63239 0.66670 -2.58989 0.71 0.26 -0.08
H -1.35433 0.18733 -0.17938 -0.09 0.08 -0.10
O -0.35366 -1.91757 3.28075 -0.77 -0.23 -0.05
N 0.65480 0.08274 -0.58547 -0.49 1.14 0.21
H -0.55410 1.38730 -1.70592 0.01 -0.02 0.69
H 1.05539 2.86773 -0.46277 0.05 -0.14 0.17
H 1.10761 3.10736 -2.17077 0.64 -0.05 -0.41
```
Positions in Å, forces in eV/Å.

Properties
Net charge: 0
Gap between HOMO and LUMO in eV: 9.28
Energy relative to the best compared isomer or geometry (same formula, charge and spin) in kcal per mole: 47.8
Structure (SMILES): CCN[C@@H](C)CC=O
HOMO level in eV: -8.322

***

# 2
Computed, not measured: C6H13NO in the gas phase at a distorted geometry, with ωB97M-V/def2-TZVPD.

```
21
Properties=species:S:1:pos:R:3:forces:R:3
H 0.46358 1.21541 3.26034 0.44 0.05 -0.09
C 1.89217 -0.13015 1.02144 0.07 0.73 0.06
H 0.51995 1.50184 0.82637 0.00 0.19 0.34
C -0.26958 0.10030 -1.21484 -0.38 -1.03 0.45
H 2.43747 0.39331 0.23132 0.00 -0.23 -0.08
C -1.16676 -0.57135 -3.38075 -0.37 -1.01 0.08
H 0.62528 -0.46094 -1.48720 0.06 0.18 -0.27
H 2.45866 0.04134 1.93925 0.08 -0.11 -0.05
H -0.72566 -1.25412 0.46916 0.45 -0.25 -0.26
H 0.25968 -0.53088 3.13386 0.33 -0.10 -0.20
H 1.89778 -1.19856 0.80513 -0.16 -0.03 0.06
H -1.46481 0.27236 0.60821 -0.50 0.08 -0.66
C 0.47678 0.47221 1.18775 0.69 -1.04 -0.76
C 0.05899 0.42085 2.63996 -1.31 0.00 0.51
H -1.03037 0.53411 2.75238 0.11 0.08 -0.20
H -0.11848 -0.81725 -3.62502 0.10 0.26 0.10
N -1.38236 -0.37469 -2.04201 0.69 0.89 -0.16
O -2.03690 -0.66659 -4.21238 -0.06 0.38 -0.08
H -0.09128 1.16649 -1.33768 0.10 0.16 -0.09
H -2.25215 0.08942 -1.81696 -0.23 -0.28 -0.16
C -0.55201 -0.20312 0.24167 -0.13 1.06 1.47
```
Positions in Å, forces in eV/Å.

Properties
Net charge: 0
Gap between HOMO and LUMO in eV: 10.71
Energy relative to the best compared isomer or geometry (same formula, charge and spin) in kcal per mole: 15.4
Structure (SMILES): CC(C)CCNC=O
HOMO level in eV: -9.793

***

# 3
Computed, not measured: C6H13NO in the gas phase at a distorted geometry, with ωB97M-V/def2-TZVPD.

```
21
Properties=species:S:1:pos:R:3:forces:R:3
H -0.81729 -2.59421 0.59531 0.02 0.03 0.16
C 0.32400 0.70684 0.17150 -1.02 -1.15 -5.19
H -1.41470 1.53233 -2.94696 -0.10 -0.33 -0.26
O 0.90265 0.45149 -2.36723 -1.03 -0.76 0.28
H 1.60174 -0.00547 -1.87666 -0.03 0.36 -0.03
H 0.58035 0.12308 2.73128 0.07 0.11 -0.11
H 2.41391 0.69761 0.38712 -0.31 0.78 0.05
H 1.25145 -1.16970 0.56682 0.11 -0.13 -0.07
C -0.12560 -0.52004 2.21197 0.88 -1.55 -1.75
N 1.62856 1.23725 0.03558 0.13 -0.20 0.77
C -0.18471 0.57901 -1.52147 1.38 2.76 1.90
H -0.52721 -1.93983 -0.99722 -0.18 0.05 -0.23
C -1.29365 1.18174 -1.93277 -0.06 -0.28 -0.28
H -1.13696 -0.13446 2.31809 -0.03 0.05 -0.19
H -0.37094 1.37135 0.69536 -0.02 -0.24 -0.34
H -1.77110 -1.20882 0.04101 -0.04 -0.03 -0.10
H 1.65751 2.23681 -0.11744 0.62 -0.45 0.25
C -0.78414 -1.66799 0.02297 0.32 0.23 -0.20
H -2.11121 1.36801 -1.25650 0.03 0.08 0.25
C 0.25692 -0.72651 0.59912 -0.65 0.67 4.65
H -0.07957 -1.51850 2.64012 -0.10 0.01 0.45
```
Positions in Å, forces in eV/Å.

Properties
Net charge: 0
Gap between HOMO and LUMO in eV: 9.37
Energy relative to the best compared isomer or geometry (same formula, charge and spin) in kcal per mole: 66.9
Structure (SMILES): C=C(O)[C@H](N)C(C)C
HOMO level in eV: -8.440

***

# 4
Computed, not measured: 2 unconnected molecules or ions with the total composition C6H13NO, with ωB97M-V/def2-TZVPD.

```
21
Properties=species:S:1:pos:R:3:forces:R:3
H -0.99436 -1.66256 -2.25719 -0.14 -0.04 0.22
H -1.90085 -1.84357 1.10793 0.07 -0.03 0.08
C -0.82841 -0.68216 -1.81477 -0.09 -0.45 0.86
C -0.03612 1.54337 -0.16737 -0.15 0.32 -0.44
H 0.71723 3.50806 -0.16584 0.14 0.02 -0.34
C -0.95589 -0.70954 -0.29617 0.88 -0.30 0.08
N -1.40046 -1.96402 0.23908 -0.30 0.28 -0.05
H -0.61074 -2.57837 0.42184 -0.16 0.01 -0.17
H -1.41531 1.25564 2.25690 0.07 0.02 -0.31
H 0.17034 -0.36964 -2.09901 -0.07 0.37 -0.32
H -1.22841 -0.45948 2.36849 0.18 -0.18 0.07
H -1.61798 -0.01504 -2.14687 0.21 0.20 -0.59
H 0.19001 0.60921 2.44228 -0.01 -0.16 0.00
C -0.59818 0.34967 0.46046 -0.32 0.08 -0.04
C 0.33503 2.68171 0.40677 -0.03 0.25 0.49
C -0.76749 0.42692 1.94550 -0.10 0.05 0.41
H 2.83829 -0.65126 0.01254 -0.02 0.03 -0.05
H 2.82079 -1.35738 -1.34533 0.18 0.13 0.22
H 0.26626 2.90190 1.45979 -0.11 -0.25 0.28
H 0.08756 1.53435 -1.23715 -0.02 -0.20 -0.23
O 3.41726 -0.97790 -0.68436 -0.21 -0.14 -0.17
```
Positions in Å, forces in eV/Å.

Properties
Net charge: 0
Gap between HOMO and LUMO in eV: 8.87
Energy relative to the best compared isomer or geometry (same formula, charge and spin) in kcal per mole: 43.9
Structure (SMILES): C=C/C(C)=C(\C)N.O
HOMO level in eV: -8.272

***

# 5
Computed, not measured: 2 unconnected molecules or ions with the total composition C6H13NO at a distorted geometry, with ωB97M-V/def2-TZVPD.

```
21
Properties=species:S:1:pos:R:3:forces:R:3
H -1.91234 -2.59833 0.11133 0.03 0.10 0.03
H -1.19830 0.35316 -2.02909 -0.18 -0.08 0.09
H -1.68041 1.59933 1.84348 -0.04 0.03 0.02
H -0.32233 2.73868 1.65075 -0.03 -0.02 0.06
C -1.60573 -1.75181 -0.50133 0.06 0.40 -0.07
H 0.46959 0.93349 -2.50719 0.16 0.08 0.00
C -0.72356 1.76968 1.34762 0.10 -0.01 -0.08
C 0.45558 -0.45738 -0.95911 -1.22 -2.44 -0.09
H -1.69284 -2.02220 -1.55613 0.08 0.01 -0.02
H 2.23278 -0.57406 0.20765 0.06 -0.03 0.05
C -0.13410 0.30450 -1.87534 0.00 -0.11 0.47
H -0.09194 -0.45764 1.25703 0.76 3.16 1.65
N 1.30119 0.73535 2.31714 0.66 -0.12 0.18
O -0.26962 -1.45064 -0.14076 1.32 1.00 -2.07
C 0.22214 0.64997 1.67360 -1.07 -2.18 -0.57
H -2.25333 -0.89075 -0.30600 -0.13 -0.10 0.02
H 2.16844 -1.70149 -1.14565 -0.04 -0.01 -0.07
H -0.90332 1.78525 0.27163 -0.07 0.04 0.05
C 1.92481 -0.68770 -0.83091 -0.17 0.28 0.50
H 1.54255 1.68882 2.60528 -0.30 -0.01 -0.10
H 2.47075 0.03377 -1.43400 0.01 -0.02 -0.05
```
Positions in Å, forces in eV/Å.

Properties
Net charge: 0
Gap between HOMO and LUMO in eV: 9.93
Energy relative to the best compared isomer or geometry (same formula, charge and spin) in kcal per mole: 68.9
Structure (SMILES): [H]/N=C\C.C=C(C)OC
HOMO level in eV: -9.021

***

# 6
Computed, not measured: C6H13NO in the gas phase at a distorted geometry, with ωB97M-V/def2-TZVPD.

```
21
Properties=species:S:1:pos:R:3:forces:R:3
H 0.76873 2.79118 -1.46242 -0.10 0.01 0.00
C 0.88927 -1.30879 0.74414 0.45 -0.17 -0.10
C -0.28853 2.66298 -1.19532 1.25 0.08 0.20
H 0.80126 1.34944 0.76976 -0.17 -0.12 0.16
H -2.29341 1.32539 -2.11096 -0.11 -0.24 -0.07
H 1.51933 -3.21071 1.56078 0.11 0.05 0.05
C 0.62574 -2.74324 1.16973 -0.82 0.05 -0.41
C -1.96232 0.72677 -1.26060 0.72 1.23 0.46
H -1.04865 -0.91804 1.10482 0.18 0.17 0.13
H -0.84786 3.04486 -2.04103 -0.34 0.08 0.08
C -0.19795 0.93493 0.58634 0.88 -0.12 -0.59
N -0.16158 -0.46718 0.92650 -0.69 -0.47 0.27
H -0.90308 1.42327 1.24893 -0.21 0.20 0.09
H -0.20283 -2.79621 1.87783 0.22 -0.03 0.24
H -1.98941 -0.31738 -1.53267 -0.23 -0.32 0.19
H 0.27197 -3.31364 0.30137 0.32 0.09 0.00
H -0.39174 3.28433 -0.29809 -0.50 0.06 -0.24
C -0.52457 1.19172 -0.88513 -0.81 -0.40 -0.14
H -2.61465 0.98970 -0.41629 -0.19 -0.41 -0.25
O 1.96202 -0.96206 0.28291 -0.13 0.18 0.12
H 0.16972 0.57107 -1.44749 0.18 0.08 -0.18
```
Positions in Å, forces in eV/Å.

Properties
Net charge: 0
Gap between HOMO and LUMO in eV: 10.36
Energy relative to the best compared isomer or geometry (same formula, charge and spin) in kcal per mole: 5.0
Structure (SMILES): CC(=O)NCC(C)C
HOMO level in eV: -9.528

***

# 7
Computed, not measured: 2 unconnected molecules or ions with the total composition C6H13NO at a distorted geometry, with ωB97M-V/def2-TZVPD.

```
21
Properties=species:S:1:pos:R:3:forces:R:3
C 0.82129 -0.31195 1.79800 -1.55 -1.52 0.49
H -1.45586 0.40570 -2.64124 -0.48 -0.55 0.34
O -0.90327 -0.21246 -3.12124 0.40 0.20 -1.06
H 2.59143 0.07158 -0.20624 -0.40 0.45 0.87
H 0.54217 0.59630 -2.28306 0.18 -0.34 0.37
C -0.73153 -1.04576 -0.11451 -0.63 0.03 -0.85
C 0.22828 1.00277 2.31196 -0.41 1.52 -3.41
C 1.53484 0.06146 -0.47101 -0.89 0.21 -1.66
H 2.13652 1.12798 -2.11635 0.85 0.16 -0.37
H 1.84271 -0.40449 2.16177 0.26 -0.16 -0.61
H -1.08983 -1.12945 -2.89984 -0.35 0.38 0.40
H -2.26342 0.36272 0.54867 0.79 0.13 -0.32
C -1.95370 -0.54266 0.01716 -0.90 0.22 1.19
H -0.83393 0.86814 2.42463 -0.38 0.00 1.17
H 0.78354 1.53215 3.07541 -0.28 -0.22 0.45
C 0.55421 -0.49743 0.27494 2.40 0.81 1.79
N 1.36783 0.67387 -1.70160 -0.34 -0.62 0.26
H 0.22018 -1.11348 2.30432 0.79 0.36 -0.11
H -2.84138 -1.12588 -0.17774 0.07 -0.42 -0.47
H 0.14918 1.72255 1.39217 0.73 -0.86 1.51
H -0.69926 -2.04168 -0.57621 0.13 0.21 0.01
```
Positions in Å, forces in eV/Å.

Properties
Net charge: 0
Gap between HOMO and LUMO in eV: 8.16
Energy relative to the best compared isomer or geometry (same formula, charge and spin) in kcal per mole: 71.1
Structure (SMILES): C=C/C(=C\N)CC.O
HOMO level in eV: -7.271

***

# 8
Computed, not measured: C6H13NO in the gas phase at a distorted geometry, with ωB97M-V/def2-TZVPD.

```
21
Properties=species:S:1:pos:R:3:forces:R:3
C -0.85968 1.91040 1.48138 3.49 1.23 1.23
C 0.36319 -2.80168 -1.31851 0.85 -0.11 -2.80
H 1.08744 0.40157 -0.79468 0.40 0.67 0.03
H 0.12706 1.60062 2.21148 -3.01 0.78 -1.56
C -0.28295 3.29146 0.81566 -2.53 -1.74 -0.19
H -0.78579 -1.32348 0.42803 -0.43 -0.96 1.02
H 0.58546 -0.49514 1.40200 -1.29 0.00 0.05
H -2.22311 0.51619 0.46745 0.03 -0.14 0.51
H -0.00352 -3.14446 -0.38262 -0.55 0.07 0.87
C -1.17615 0.80410 0.52209 1.76 0.45 -2.90
N 0.54665 -0.42472 -0.68626 0.21 -0.89 -0.17
H -0.45042 -2.58399 -2.05387 0.41 -0.38 0.72
H 0.97552 -3.67181 -1.68082 -0.57 0.80 0.01
H 1.96736 -1.12056 -2.00708 -1.99 -1.63 0.82
O -0.40618 3.62574 -0.33261 0.43 -0.67 0.18
H -1.72952 2.23062 2.08304 0.65 -0.06 0.11
H 2.17002 -2.09112 -0.52815 -1.56 1.55 -0.23
H -1.00670 1.30562 -0.59195 -0.36 -1.40 2.63
C 1.27621 -1.58748 -1.16251 3.04 0.01 0.57
H 0.01019 4.01941 1.53957 0.79 0.63 0.98
C -0.18509 -0.46129 0.58834 0.24 1.81 -1.89
```
Positions in Å, forces in eV/Å.

Properties
Net charge: 0
Gap between HOMO and LUMO in eV: 9.42
Energy relative to the best compared isomer or geometry (same formula, charge and spin) in kcal per mole: 80.6
Structure (SMILES): CCNCCCC=O
HOMO level in eV: -8.469

***

# 9
Computed, not measured: C6H13NO in the gas phase at a distorted geometry, with ωB97M-V/def2-TZVPD.

```
21
Properties=species:S:1:pos:R:3:forces:R:3
H -2.19245 -0.20498 0.77276 0.07 -0.22 0.37
H 1.13003 -0.52433 -1.92453 -0.38 -0.29 -0.71
H -0.53552 -0.43711 -2.68055 -0.05 -0.62 -0.52
H -0.75993 -1.89149 -0.66304 0.35 -0.09 -0.43
H 0.09983 0.85471 -1.78691 -0.01 -0.19 0.32
C 0.07605 -0.24504 -1.81945 0.93 0.81 0.20
H -0.56053 0.21403 1.99480 -1.10 -0.42 0.98
C -1.81736 -0.13619 -0.23752 -0.06 0.50 -0.55
H 1.40542 1.98751 1.13338 -0.10 0.28 -0.71
N 0.35879 0.29792 1.65260 0.11 -0.11 -1.25
C 0.37229 1.63956 1.08381 0.64 0.21 0.83
C 0.45595 -0.81423 0.67006 0.54 0.25 0.86
H -0.16489 2.26505 1.79064 -0.14 0.27 -0.03
H -2.58009 -0.52045 -0.87848 -0.66 -0.59 -0.41
H -0.12100 1.70956 0.11895 0.40 0.29 -0.15
H 2.31405 0.05060 -0.24016 -0.20 -0.31 0.28
H -1.81039 0.91793 -0.52566 0.24 0.04 0.30
C -0.48865 -0.84007 -0.55615 -1.09 0.46 1.23
C 1.90544 -0.86436 0.26451 0.93 -0.50 0.26
O 2.64459 -1.79719 0.49282 -0.49 0.55 -0.27
H 0.26839 -1.66143 1.33813 0.06 -0.31 -0.59
```
Positions in Å, forces in eV/Å.

Properties
Net charge: 0
Gap between HOMO and LUMO in eV: 10.08
Energy relative to the best compared isomer or geometry (same formula, charge and spin) in kcal per mole: 47.0
Structure (SMILES): CN[C@H](C=O)C(C)C
HOMO level in eV: -9.210

***

# 10
Computed, not measured: C6H13NO in the gas phase at a distorted geometry, with ωB97M-V/def2-TZVPD.

```
21
Properties=species:S:1:pos:R:3:forces:R:3
H -3.77213 -0.79619 0.70598 0.09 -0.23 -0.13
C 0.99646 0.71367 1.53674 1.11 -0.89 0.13
O 3.05219 0.19855 -0.93258 -0.31 0.74 0.37
H 1.74444 1.36674 1.07457 -0.44 0.09 -0.23
H -1.76404 0.01376 1.55435 0.62 -0.14 -0.02
H -4.03234 -0.63734 -1.14524 -0.09 -1.07 0.22
C -2.15070 -0.19702 -0.51345 0.13 0.13 1.28
H 1.88818 -0.89175 -2.23229 -0.05 -0.15 0.08
H -1.46162 1.41218 0.62407 0.59 0.37 -0.16
N 0.72876 0.19329 -0.86930 -0.75 -1.45 0.54
C 1.88767 -0.60383 -1.17518 0.79 0.61 -0.10
H -1.72310 -0.01411 -1.49049 -0.37 -0.07 -0.23
H 3.81938 -0.15987 -1.36023 0.46 -0.40 -0.39
C -3.35360 -0.73558 -0.29546 0.06 1.69 -0.91
C 0.17289 -0.08416 0.48057 0.73 2.21 0.32
H 0.40251 1.31111 2.22266 -0.15 -0.17 0.13
H 0.91199 1.18016 -0.98495 0.21 -0.05 -0.12
H 0.25363 -1.15251 0.61545 -0.07 -0.26 0.20
H 2.02318 -1.48383 -0.52221 -0.85 0.11 -0.34
H 1.65766 0.02782 2.08815 -0.41 0.14 0.28
C -1.28142 0.33890 0.61883 -1.29 -1.22 -0.91
```
Positions in Å, forces in eV/Å.

Properties
Net charge: 0
Gap between HOMO and LUMO in eV: 9.78
Energy relative to the best compared isomer or geometry (same formula, charge and spin) in kcal per mole: 55.2
Structure (SMILES): C=CC[C@H](C)NCO
HOMO level in eV: -8.849

***

# 11
Computed, not measured: a molecular structure, C6H13NO at a distorted geometry, with ωB97M-V/def2-TZVPD.

```
21
Properties=species:S:1:pos:R:3:forces:R:3
H -1.53185 0.46403 1.96391 -0.03 0.01 0.05
H -1.86936 1.68372 0.71168 0.01 0.05 0.02
H 0.22823 -2.68843 0.26899 0.00 0.06 -0.04
H -1.29132 0.39727 -1.43882 -0.06 0.03 -0.02
H -1.03911 2.14509 2.21226 0.08 -0.01 -0.09
H -0.53446 -1.71651 1.52387 0.01 -0.02 0.05
H 2.29558 -0.24506 -0.28922 0.02 0.00 0.02
C 1.35382 -0.18767 -0.82180 -0.69 -0.83 0.09
C -1.15041 1.35805 1.46368 -0.16 -0.54 -0.35
H -1.96080 -0.82591 -0.36461 -0.03 0.03 0.00
H 1.22132 -1.70728 1.35614 0.02 -0.02 0.02
H 0.56595 0.47948 -2.54341 0.01 -0.04 0.05
O 0.65730 2.00958 0.00325 -0.73 -0.33 0.76
C -1.10182 -0.57973 -0.98795 0.13 0.24 0.16
C 0.28289 -1.73385 0.80020 -0.03 0.39 0.22
H -1.05104 -1.33046 -1.78327 0.04 -0.01 0.01
C 0.21211 1.12047 0.82777 1.00 1.73 -0.37
N 1.42965 0.26558 -2.06581 -0.25 0.36 0.66
H 0.92066 0.77280 1.61339 -0.03 -0.30 -0.21
C 0.15761 -0.54526 -0.14028 0.66 -0.72 -1.04
H 2.20505 0.86410 -2.30996 0.03 -0.11 0.01
```
Positions in Å, forces in eV/Å.

Properties
Net charge: 0
Gap between HOMO and LUMO in eV: 8.17
Energy relative to the best compared isomer or geometry (same formula, charge and spin) in kcal per mole: 66.0
HOMO level in eV: -7.600

***

| no. | E (a.u.) |
| --- | --- |
| 1 | -366.35776 |
| 2 | -366.40941 |
| 3 | -366.32722 |
| 4 | -366.36400 |
| 5 | -366.32403 |
| 6 | -366.42600 |
| 7 | -366.32066 |
| 8 | -366.30542 |
| 9 | -366.35896 |
| 10 | -366.34598 |
| 11 | -366.32868 |